[1]
The following is a DFT calculation (wB97M-V/def2-TZVPD) of C9H9MnN4OS3 as an isolated structure at a distorted geometry.

CARTESIAN COORDINATES (ANGSTROEM)
Mn -0.7788 1.4987 0.9964
S -0.5191 3.8701 0.7577
S 1.7548 1.4617 0.8107
S -5.3122 0.8276 0.6399
O -0.4027 -0.8138 0.9434
N -0.3061 -2.7544 -0.1429
N 4.6551 3.6269 0.5091
N 1.9136 6.5995 0.3532
N -2.5777 1.1333 0.2433
C 3.5187 3.4399 0.5587
C -0.2746 -1.4052 -0.1356
C -0.0862 -0.7232 -1.4694
C -0.1301 -3.5308 -1.3569
C 2.1289 3.1475 0.6477
C -0.5333 -3.4205 1.1312
C -3.7372 1.0175 0.4215
C 1.6000 5.4973 0.4779
C 1.1931 4.1432 0.6270
H -1.5092 -3.1502 1.5372
H -0.9905 -3.4444 -2.0255
H 0.9651 -0.7544 -1.7560
H -0.4864 -4.4971 0.9926
H 0.7612 -3.2133 -1.8988
H -0.0090 -4.5788 -1.0975
H -0.6947 -1.1807 -2.2477
H 0.2213 -3.1156 1.8566
H -0.3639 0.3193 -1.3736

Computed properties:
- <S²>: 8.7571
- HOMO level (spin up / spin down): -4.362 / -4.501 eV
- Multiplicity: 6
- Total charge: -1


[2]
The following is a DFT calculation (wB97M-V/def2-TZVPD) of a 2-piece molecular cluster, CH6N2S overall at a distorted geometry.

CARTESIAN COORDINATES (ANGSTROEM)
S -4.1602 2.5600 1.8929
N 1.5124 -1.7695 -0.3583
N 2.7497 -0.4621 -1.7985
C 1.6737 -0.6995 -1.1766
H -4.2126 3.1490 3.0355
H 2.7089 0.3803 -2.3407
H 0.6906 -1.9400 0.1526
H 0.7695 -0.1184 -1.3859
H 2.3188 -2.3772 -0.3259
H -4.0506 1.2774 2.3048

Computed properties:
- HOMO level: -9.235 eV
- Structure (SMILES): [H]/N=C/N.S
- Energy above the lowest of the compared OMol25 structures with the same formula, charge and spin: 30.4 kJ/mol


[3]
The following is a DFT calculation (wB97M-V/def2-TZVPD) of a 2-piece molecular cluster, C3H6F2N2 overall at a distorted geometry.

CARTESIAN COORDINATES (ANGSTROEM)
F 0.4166 1.9501 2.9756
F 0.8036 -1.5862 -1.6172
N -1.2643 -0.6410 -1.2422
N -0.4993 0.1117 2.0756
C -1.6643 -0.8348 -2.4714
C 0.1718 1.1392 1.9883
C 0.0169 -0.8012 -0.8160
H -2.6690 -0.7010 -2.6668
H 0.0642 -1.0835 0.2158
H 0.7863 1.3106 1.0458
H -0.9655 0.1152 2.9659
H -1.8817 -0.2127 -0.5336
H -1.1868 -1.5440 -3.1050

Computed properties:
- HOMO level (spin up / spin down): -6.924 / -7.006 eV
- Energy above the lowest of the compared OMol25 structures with the same formula, charge and spin: 324.1 kJ/mol


[4]
The following is a DFT calculation (wB97M-V/def2-TZVPD) of C37H31F5N4O2STi as an isolated structure.

CARTESIAN COORDINATES (ANGSTROEM)
Ti -0.1318 -0.9263 -0.2065
S -1.8357 6.2757 -1.9354
F -6.3052 7.9586 -3.7919
F -5.2592 10.3704 -4.5401
F -1.0618 9.0486 -2.9061
F -2.6127 10.8688 -4.0706
F -4.7881 6.1099 -2.6245
O 1.0952 -0.6091 -1.5741
O -1.9257 -0.2959 -0.8176
N 1.8321 -0.9538 1.2423
N 0.0668 -2.8706 -0.6381
N -0.3156 0.6802 1.2608
N -1.3879 -1.9916 1.2367
C 3.2221 -1.2532 1.0939
C -0.5388 -3.8878 0.2096
C 5.4926 -0.4284 1.0142
C 1.5052 -1.2511 -2.6591
C 1.6927 -3.2740 -3.9777
C -0.8008 -3.2688 1.5717
C -4.9985 8.2136 -3.5660
C -5.5066 0.5264 1.0860
C 2.6560 -1.2217 -4.7888
C 2.3926 -2.5923 -4.9433
C 5.0865 -2.7754 0.9600
C -4.1949 7.2670 -2.9623
C -5.1503 1.1548 -0.1103
C -3.0527 -0.0716 -0.2088
C 3.1543 1.6800 -0.3484
C -2.3517 8.7207 -3.1013
C 3.7104 -2.5626 1.0027
C -0.0806 1.3106 3.4413
C -4.6400 -0.4053 1.6192
C 0.4927 -3.3618 -1.8292
C 2.7887 -3.7541 0.9711
C -3.9672 0.8574 -0.7495
C 4.1293 -0.1675 1.0706
C -3.1399 9.6791 -3.7063
C 5.9813 -1.7242 0.9726
C 1.5394 -0.3395 2.3462
C -2.5954 -1.7584 1.5739
C 0.3702 0.4541 2.4319
C 3.0863 -4.7085 -0.1856
C -1.1916 1.6618 1.5286
C -2.8256 7.4591 -2.6919
C -4.4791 9.4370 -3.9475
C 2.2144 -0.5705 -3.6538
C 1.2115 -2.6383 -2.8035
C -3.4201 -0.7055 1.0094
C 3.6863 1.2795 1.0269
C -1.0856 2.0858 2.8581
H 1.7735 -3.3856 0.8791
H -6.4376 0.7674 1.5822
H 0.1353 -3.1110 2.1109
H 0.3081 1.3701 4.4474
H 0.1113 -4.7681 0.2905
H -1.4966 -4.2172 -0.2203
H -5.8071 1.9001 -0.5437
H -1.4730 -3.8795 2.1879
H 2.7408 -3.1138 -5.8282
H 3.9215 1.5335 -1.1129
H 2.3998 0.4862 -3.5007
H 6.1799 0.4105 0.9982
H 7.0486 -1.9085 0.9407
H 3.1986 -0.6786 -5.5531
H 1.4920 -4.3344 -4.1023
H 4.0890 -5.1360 -0.1121
H -4.8945 -0.9196 2.5416
H 3.0033 -4.1856 -1.1382
H 2.2475 -0.3212 3.1796
H -1.8514 2.0424 0.7644
H 5.4568 -3.7934 0.9186
H 2.3745 -5.5372 -0.1980
H -3.0907 -2.4242 2.2903
H 2.9274 1.4985 1.7776
H -1.6567 2.8791 3.3145
H -3.6834 1.3609 -1.6646
H 2.2935 1.0758 -0.6252
H 2.8619 -4.2947 1.9228
H 4.5521 1.8986 1.2787
H 2.8534 2.7289 -0.3552
H 0.3102 -4.4169 -2.0313

Computed properties:
- HOMO level (spin up / spin down): -0.351 / -0.374 eV
- Energy above the lowest of the compared OMol25 structures with the same formula, charge and spin: 0.0 kJ/mol
- Total charge: -2


Computed molecular weight (g mol⁻¹) in order:
340.3 78.1 108.1 738.6
Computed total energy (hartree) in order:
-2988.34430 -549.37563 -427.02620 -3545.18386